<i>
Below is the ion C5H7N6S with charge +1, with properties calculated with ωB97M-V/def2-TZVPD.

**Net charge**: +1
**Lowest unoccupied orbital energy**: -0.2170 hartree
**Spin multiplicity**: 1

Positions of all 19 atoms, in Å:
1 C -0.45 0.18 -3.00
2 C 1.14 0.76 1.42
3 C -1.01 -0.78 -1.09
4 C 0.64 2.18 1.46
5 C -1.65 -1.79 -0.26
6 N -1.25 -0.63 -2.38
7 N 1.88 0.21 2.33
8 N 2.02 -1.09 2.08
9 N 1.34 -1.42 1.09
10 N 0.75 -0.30 0.56
11 N 0.11 -0.19 -0.66
12 S 0.84 0.79 -1.91
13 H -0.46 0.32 -4.05
14 H 1.37 2.92 1.10
15 H -0.30 2.29 0.90
16 H 0.54 2.64 2.53
17 H -2.19 -2.42 -0.98
18 H -0.86 -2.38 0.43
19 H -2.43 -1.30 0.43

***

<ii>
Below is a structure of composition C5H7N6S, with properties calculated with ωB97M-V/def2-TZVPD.

**Net charge**: +1
**Lowest unoccupied orbital energy**: -0.2248 hartree
**Spin multiplicity**: 1

Positions of all 19 atoms, in Å:
1 C 3.10 0.63 1.10
2 C -1.99 0.12 0.28
3 C 1.62 -0.02 -0.39
4 C -1.95 -1.36 0.56
5 C 0.99 -0.67 -1.60
6 N 2.90 -0.09 -0.02
7 N -2.96 0.78 -0.06
8 N -2.50 2.09 -0.30
9 N -1.30 2.17 -0.05
10 N -0.86 0.95 0.26
11 N 0.89 0.70 0.50
12 S 1.65 1.44 1.71
13 H 4.10 0.78 1.45
14 H -2.81 -1.53 1.18
15 H -2.10 -1.92 -0.47
16 H -1.08 -1.70 1.19
17 H 0.18 0.13 -1.75
18 H 1.72 -0.89 -2.31
19 H 0.43 -1.58 -1.28

***

Which structure is the most stable? The one labeled <i>.